Entry 1:
This record from the OMol25 dataset describes a structure of composition C20H39Br2F7N3OP3S at a distorted geometry. The level of theory is ωB97M-V/def2-TZVPD.

Each line ends with the Mulliken charge.
Geometry (Å):
C (0.706, -4.387, 2.760)  -1.116
C (1.788, -3.761, 1.887)  -0.338
C (1.674, -2.238, 1.793)  -0.061
N (1.266, -1.733, 0.470)  0.106
C (-0.080, -1.284, 0.397)  1.108
F (-0.827, -2.299, 0.967)  -0.380
C (-0.658, -1.067, -1.010)  -1.125
C (-0.986, -2.246, -1.810)  -2.211
C (0.336, -2.776, -2.499)  1.562
C (0.779, -4.127, -1.913)  -1.568
C (0.192, -2.867, -4.019)  -1.903
N (-0.794, 0.186, -1.269)  0.540
P (-1.544, 0.670, -2.824)  0.266
S (-1.126, 2.389, -3.543)  -0.196
C (-0.250, 1.075, -0.125)  -0.043
C (-0.919, 2.452, -0.119)  -1.350
Br (-2.843, 2.251, -0.367)  0.066
C (-0.581, 3.498, 1.005)  0.565
C (-0.369, 3.040, 2.428)  -1.282
Br (-2.015, 4.823, 1.081)  -0.078
N (1.214, 1.077, -0.384)  0.650
C (2.029, 1.795, 0.611)  -0.742
C (1.556, 1.695, -1.681)  0.269
C (1.994, 0.846, -2.842)  -1.170
O (1.521, 2.934, -1.742)  -0.239
C (-0.439, 0.085, 1.038)  -0.152
P (-2.035, 0.051, 2.026)  -0.214
C (-1.575, -0.977, 3.492)  -1.312
C (-3.329, -0.880, 1.059)  0.189
C (-4.117, -1.756, 2.036)  -1.443
H (0.967, -5.394, 3.058)  0.426
H (0.507, -3.769, 3.627)  0.279
H (-0.235, -4.461, 2.224)  0.182
H (1.748, -4.183, 0.895)  -0.110
H (2.741, -4.017, 2.337)  0.445
H (1.063, -1.852, 2.603)  -0.049
H (2.670, -1.846, 1.961)  0.467
H (1.911, -1.033, 0.140)  0.362
H (-1.346, -3.045, -1.183)  0.463
H (-1.740, -2.089, -2.570)  1.319
H (1.134, -2.081, -2.263)  -0.127
H (-0.014, -4.636, -1.382)  0.276
H (1.182, -4.737, -2.711)  0.527
H (1.598, -3.955, -1.231)  0.233
H (1.161, -2.666, -4.462)  0.387
H (-0.076, -3.869, -4.325)  0.561
H (-0.494, -2.144, -4.442)  0.281
H (-1.198, -0.341, -3.721)  -0.043
H (-2.908, 0.494, -2.564)  0.166
H (-0.607, 2.937, -1.033)  0.468
H (0.261, 4.081, 0.655)  -0.207
H (-1.303, 2.766, 2.897)  0.400
H (0.030, 3.877, 2.988)  0.572
H (0.327, 2.220, 2.542)  0.197
H (3.061, 1.724, 0.288)  0.456
H (1.980, 1.357, 1.599)  0.296
H (1.827, 2.856, 0.674)  0.034
H (2.003, 1.489, -3.707)  0.394
H (3.008, 0.489, -2.686)  0.332
H (1.334, 0.010, -3.043)  -0.033
H (0.291, 0.192, 1.828)  1.079
H (-0.568, -0.697, 3.776)  0.360
H (-2.249, -0.711, 4.292)  0.573
H (-1.624, -2.041, 3.298)  0.288
H (-4.006, -0.127, 0.687)  0.344
H (-2.906, -1.501, 0.278)  -0.105
H (-4.311, -1.221, 2.957)  0.368
H (-5.085, -2.027, 1.628)  0.441
H (-3.575, -2.666, 2.252)  0.279
F (1.360, 5.954, -2.171)  -0.339
P (1.856, 6.616, -0.736)  1.068
F (2.083, 7.971, 0.172)  -0.332
F (1.494, 5.903, 0.732)  -0.369
F (2.983, 7.378, -1.667)  -0.338
F (2.944, 5.361, -0.727)  -0.338
F (0.261, 7.049, -0.714)  -0.335

HOMO level, eV: -8.971

=====

Entry 2:
This record from the OMol25 dataset describes a structure of composition C20H39Cl2IrN4O7Si at a distorted geometry. The level of theory is ωB97M-V/def2-TZVPD.

Each line ends with the Mulliken spin population.
Geometry (Å):
Ir (-0.067, 0.910, -0.419)  3.025
N (1.823, 0.547, 1.019)  0.183
C (2.313, 1.402, 2.110)  -0.015
C (1.125, 2.094, 2.760)  0.009
C (0.661, 3.284, 1.921)  0.064
C (-0.856, 3.391, 1.857)  -0.034
N (-1.381, 2.423, 0.877)  0.196
H (1.502, -0.329, 1.444)  -0.034
H (2.546, 0.354, 0.333)  -0.004
H (3.015, 2.139, 1.718)  0.004
H (2.835, 0.786, 2.848)  0.002
H (1.368, 2.407, 3.776)  -0.001
H (0.325, 1.348, 2.826)  0.014
H (1.007, 3.158, 0.888)  -0.012
H (1.094, 4.209, 2.304)  0.000
H (-1.133, 4.402, 1.553)  -0.003
H (-1.283, 3.203, 2.844)  0.003
H (-1.733, 2.947, 0.052)  0.005
H (-2.184, 1.917, 1.233)  -0.005
Cl (-0.344, 4.549, -4.291)  0.000
C (-1.755, 3.668, -3.683)  0.011
Cl (-2.132, 2.288, -4.722)  0.000
C (-1.488, 3.199, -2.225)  -0.005
O (-2.191, 3.747, -1.368)  0.007
O (-0.578, 2.339, -2.095)  0.097
H (-2.602, 4.343, -3.684)  0.000
C (1.128, -2.303, -1.304)  0.040
C (-0.085, -1.918, -2.102)  -0.015
C (-0.693, -2.924, -3.041)  0.010
O (-0.587, -0.812, -2.001)  0.117
H (1.461, -3.320, -1.486)  0.000
H (0.904, -2.168, -0.243)  -0.007
H (1.920, -1.590, -1.543)  -0.012
H (-0.139, -3.857, -3.067)  0.000
H (-0.747, -2.496, -4.043)  0.000
H (-1.720, -3.119, -2.727)  -0.001
C (-2.636, -0.330, 3.913)  0.001
C (-2.074, -1.748, 4.020)  -0.001
C (-1.740, -2.422, 2.661)  0.003
C (-1.213, -3.844, 2.918)  0.002
C (-0.726, -4.540, 1.648)  0.000
C (-3.030, -2.507, 1.866)  0.000
O (-3.904, -3.307, 2.099)  0.000
N (-3.182, -1.562, 0.874)  0.002
C (-2.215, -0.655, 0.487)  -0.037
O (-2.474, 0.219, -0.342)  0.118
N (-0.972, -0.737, 0.997)  0.139
C (-0.643, -1.584, 2.002)  -0.003
O (0.503, -1.675, 2.431)  -0.003
H (-2.855, 0.054, 4.909)  0.000
H (-3.563, -0.308, 3.338)  0.000
H (-1.918, 0.346, 3.443)  -0.002
H (-2.794, -2.390, 4.530)  0.000
H (-1.153, -1.730, 4.605)  0.000
H (-2.024, -4.421, 3.362)  0.000
H (-0.395, -3.779, 3.633)  0.000
H (-1.505, -4.553, 0.881)  0.000
H (-0.451, -5.571, 1.867)  0.000
H (0.156, -4.039, 1.246)  0.000
H (-4.065, -1.529, 0.384)  -0.001
C (3.029, 2.621, -3.552)  0.008
Si (2.708, 0.897, -2.821)  0.009
C (2.113, -0.141, -4.303)  0.002
C (4.407, 0.186, -2.321)  0.005
O (1.769, 0.861, -1.542)  0.113
H (3.799, 2.562, -4.323)  0.000
H (3.361, 3.309, -2.771)  0.001
H (2.112, 3.016, -3.993)  0.000
H (2.814, -0.049, -5.134)  0.001
H (1.132, 0.209, -4.634)  -0.001
H (2.030, -1.201, -4.043)  0.000
H (5.100, 0.202, -3.165)  0.002
H (4.322, -0.850, -1.978)  -0.001
H (4.848, 0.772, -1.511)  0.000

Energy relative to the best compared isomer or geometry (same formula, charge and spin), kJ/mol: 109.04
Multiplicity: 5
HOMO level (alpha / beta), eV: -8.561 / -9.106

=====

Entry 3:
This record from the OMol25 dataset describes a structure of composition C20H39Cl3MgN3O3Si at a distorted geometry. The level of theory is ωB97M-V/def2-TZVPD.

Each line ends with the natural charge from an NBO analysis.
Geometry (Å):
C (3.916, -0.606, -2.437)  -0.648
C (3.660, 0.640, -1.621)  0.261
H (4.730, -0.415, -3.142)  0.207
H (3.022, -0.973, -2.974)  0.203
H (4.270, -1.391, -1.750)  0.206
C (4.587, 1.702, -1.532)  -0.656
C (5.474, 2.061, -2.652)  -0.607
H (4.662, 2.228, -0.587)  0.177
H (4.984, 1.735, -3.591)  0.174
H (6.467, 1.576, -2.609)  0.141
H (5.664, 3.146, -2.706)  0.179
Mg (-1.657, -0.335, 1.259)  1.739
Cl (-0.197, -2.286, 2.052)  -0.902
Cl (-3.319, -1.237, -0.481)  -0.696
H (-6.338, -2.036, 3.615)  0.189
H (-5.224, -4.369, 3.990)  0.191
C (-5.754, -1.943, 2.687)  -0.422
C (-4.784, -4.201, 2.996)  -0.403
N (-4.542, -2.770, 2.789)  -0.400
H (-5.439, -0.910, 2.528)  0.251
C (-3.319, -2.231, 2.733)  0.552
O (-3.097, -0.995, 2.579)  -0.793
H (-3.852, -4.769, 2.936)  0.227
H (-2.452, -2.929, 2.817)  0.203
H (-6.358, -2.294, 1.837)  0.206
H (-5.483, -4.586, 2.240)  0.204
H (-0.311, 1.627, -2.571)  0.253
H (1.229, 4.125, -1.360)  0.232
C (-0.981, 2.464, -2.341)  -0.423
C (0.158, 4.318, -1.160)  -0.416
N (-0.616, 3.079, -1.067)  -0.401
H (-2.014, 2.112, -2.311)  0.222
C (-1.038, 2.628, 0.132)  0.560
O (-1.869, 1.707, 0.310)  -0.745
H (0.063, 4.873, -0.213)  0.202
H (-0.570, 3.170, 0.985)  0.129
H (-0.850, 3.236, -3.106)  0.192
H (-0.228, 4.922, -1.996)  0.201
O (2.235, 0.978, -1.594)  -0.615
C (2.648, 0.394, -0.397)  -0.023
C (2.183, 2.516, 0.975)  -0.232
C (2.676, 1.196, 0.841)  -0.013
H (1.635, 2.976, 0.143)  0.215
C (2.348, 3.212, 2.176)  -0.243
H (2.350, -0.657, -0.283)  0.187
C (3.276, 0.582, 1.968)  -0.217
H (1.964, 4.236, 2.275)  0.194
C (2.999, 2.607, 3.261)  -0.274
C (3.457, 1.289, 3.154)  -0.220
H (3.606, -0.456, 1.844)  0.218
H (3.173, 3.170, 4.179)  0.197
H (3.951, 0.786, 3.988)  0.203
Si (-1.433, -2.076, -1.814)  1.656
Cl (-0.225, -0.503, -0.627)  -0.494
C (-2.562, -1.547, -3.236)  -1.143
C (-1.928, -3.688, -0.895)  -1.144
C (0.044, -2.830, -2.798)  -1.145
H (-3.057, -0.593, -3.062)  0.242
H (-3.352, -2.291, -3.366)  0.238
H (-2.007, -1.476, -4.174)  0.217
H (0.492, -2.068, -3.452)  0.224
H (-0.366, -3.660, -3.401)  0.215
H (0.808, -3.216, -2.109)  0.236
H (-1.532, -3.690, 0.129)  0.266
H (-1.507, -4.556, -1.422)  0.209
H (-3.019, -3.836, -0.832)  0.224
N (-0.515, 0.692, 2.854)  -1.156
H (-1.019, 0.620, 3.736)  0.382
H (-0.265, 1.670, 2.712)  0.381
H (0.343, 0.145, 2.952)  0.425

Net charge: -1
Energy relative to the best compared isomer or geometry (same formula, charge and spin), kJ/mol: 150.13
HOMO level (alpha / beta), eV: -1.172 / -1.173

=====

Entry 4:
This record from the OMol25 dataset describes a cluster of 2 separate species, C20H39F3N4O8P in total at a distorted geometry. The level of theory is ωB97M-V/def2-TZVPD.

Each line ends with the Mulliken charge.
Geometry (Å):
C (-0.869, 1.571, 1.931)  -0.851
C (-0.932, -0.013, 1.520)  -0.096
C (-0.566, -0.305, -0.016)  0.060
C (0.774, -1.146, -0.283)  0.791
C (0.783, -2.747, -0.097)  -0.322
C (-0.362, -3.346, 0.857)  -0.806
C (-1.668, -3.836, -0.001)  -0.627
C (-2.980, -2.947, 0.263)  -0.331
N (-4.176, -3.889, 0.204)  -0.453
C (-5.334, -3.001, 0.578)  0.623
C (-5.911, -1.841, -0.359)  -0.896
O (-5.816, -3.202, 1.737)  -0.559
O (1.702, -0.717, 0.785)  -0.722
P (2.536, 0.750, 0.288)  2.901
C (4.311, 0.076, 0.448)  -1.390
F (3.337, 2.190, -0.358)  -0.600
C (2.843, 1.384, 2.109)  -0.861
O (3.262, 2.776, 2.144)  -0.369
C (2.215, 3.668, 2.574)  -0.302
C (1.473, 4.446, 1.372)  -0.128
O (2.306, 0.352, -1.417)  -0.956
C (1.627, -0.936, -1.647)  0.368
C (2.947, -1.875, -1.887)  -1.303
C (2.757, -3.008, -3.005)  -0.529
N (2.908, -2.487, -4.422)  -0.550
N (0.952, -0.678, -2.952)  0.937
C (0.942, 0.729, -3.366)  0.456
O (0.177, 1.631, -2.997)  -0.443
F (1.906, 1.089, -4.378)  -0.297
C (-0.311, -1.369, -3.150)  0.539
O (-0.447, -2.575, -3.496)  -0.503
F (-1.564, -0.653, -3.016)  -0.313
H (-0.229, 1.706, 2.870)  0.066
H (-1.936, 1.912, 2.230)  0.344
H (-0.566, 2.238, 1.054)  0.147
H (-0.380, -0.657, 2.286)  0.294
H (-2.055, -0.285, 1.643)  -0.060
H (-1.480, -0.808, -0.505)  -0.242
H (-0.460, 0.719, -0.544)  0.283
H (0.636, -3.211, -1.132)  -0.348
H (1.794, -3.031, 0.388)  0.364
H (0.070, -4.330, 1.296)  0.373
H (-0.637, -2.703, 1.758)  0.269
H (-1.417, -3.958, -1.123)  0.204
H (-1.930, -4.908, 0.358)  0.404
H (-2.937, -2.324, 1.217)  0.215
H (-3.095, -2.249, -0.653)  0.287
H (-4.302, -4.047, -0.821)  0.340
H (-6.815, -1.385, 0.177)  0.305
H (-6.275, -2.199, -1.384)  0.283
H (-5.170, -0.981, -0.553)  0.245
H (1.385, 1.618, 0.332)  -0.719
H (4.690, -0.145, -0.623)  0.189
H (4.345, -0.884, 1.097)  0.104
H (5.063, 0.811, 0.901)  0.399
H (3.690, 0.777, 2.621)  0.372
H (1.888, 1.152, 2.701)  0.170
H (2.732, 4.487, 3.216)  0.324
H (1.417, 3.189, 3.237)  0.186
H (1.799, 5.559, 1.419)  0.363
H (0.345, 4.461, 1.622)  -0.395
H (1.691, 4.033, 0.330)  0.164
H (3.760, -1.155, -2.293)  0.512
H (3.371, -2.302, -0.918)  0.173
H (1.825, -3.666, -2.877)  0.119
H (3.654, -3.736, -2.876)  0.434
H (3.653, -2.990, -4.919)  0.225
H (2.028, -2.587, -4.945)  0.198
C (-3.119, 6.469, 1.834)  -0.819
N (-2.187, 5.328, 2.029)  0.787
O (-2.128, 4.495, 1.140)  -0.439
O (-1.549, 5.310, 3.070)  -0.491
H (-3.617, 6.355, 0.873)  0.317
H (-3.843, 6.445, 2.648)  0.288
H (-2.528, 7.384, 1.857)  0.301

Net charge: -1
HOMO level, eV: -4.337